Record 1
9
Properties=species:S:1:pos:R:3:mulliken_charge:R:1 method="wB97M-V/def2-TZVPD" energy_ev=-8639.000 gap_ha=0.369 e_above_lowest_kj_mol=144.2 homo_energy_ev=-9.096
O -1.1072 1.1908 1.2906 -0.487
C -0.5432 0.0866 0.7854 0.738
N 0.6932 -0.2463 1.1042 -0.658
N 1.1600 -0.5528 -0.1438 0.181
C 0.1773 -0.4580 -1.0534 -0.155
N -0.9637 -0.1971 -0.4735 -0.557
H -1.9449 1.3101 0.8276 0.352
H 2.1492 -0.6400 -0.2956 0.223
H 0.3256 -0.3970 -2.1184 0.362

=====

Record 2
10
Properties=species:S:1:pos:R:3:mulliken_charge:R:1 method="wB97M-V/def2-TZVPD" energy_ev=-10681.483 gap_ha=0.346 e_above_lowest_kj_mol=672.8 homo_energy_ev=-8.690
C 2.0620 -0.8250 0.4321 0.508
C -1.5167 0.7688 0.2551 -0.297
N -1.5522 -1.5466 -0.5816 -0.676
N -1.6748 -0.4687 0.0428 0.759
N 2.7868 -1.3073 -0.3756 -0.385
O 1.4487 -0.1768 1.1661 -0.403
O -2.3199 -1.4821 0.6971 -0.318
H -1.9443 1.1981 1.1402 0.254
H -0.9366 1.3414 -0.4430 0.276
H 2.9216 -2.1911 -0.8064 0.282